Entry from the OMol25 dataset: a 11-piece molecular cluster, C62H80F17NO12S overall at a distorted geometry (the ωB97M-V functional and the def2-TZVPD basis).

Each line ends with the Mulliken charge.
Geometry (Å):
C1 2.11759 -2.15882 -2.53330  -0.98
C2 2.99692 -1.35153 -3.35260  -0.11
C3 2.85378 0.23396 -3.31061  0.37
C4 1.72134 0.71968 -4.29258  -0.12
C5 1.45058 2.26366 -4.36837  0.12
C6 2.29242 3.31822 -3.54094  -0.39
C7 1.82046 4.79663 -3.78216  0.81
F1 0.38881 4.98659 -3.68270  -0.27
F2 2.27395 5.81650 -2.92462  -0.21
F3 2.29089 5.17450 -5.09173  -0.26
C8 3.46814 2.80326 -2.61816  0.21
C9 4.34714 3.91662 -1.90079  0.70
F4 5.67257 3.49705 -1.49382  -0.30
F5 4.74546 4.82557 -2.96561  -0.31
C10 3.73196 4.62287 -0.61633  0.75
F6 2.31837 4.52259 -0.48122  -0.24
F7 4.22955 3.88684 0.52746  -0.28
C11 4.29027 6.12853 -0.31271  0.55
F8 5.64576 6.29618 -0.69605  -0.21
F9 4.30942 6.25278 1.12400  -0.25
F10 3.43289 7.15271 -0.74816  -0.19
C12 3.72943 1.24013 -2.46412  0.22
C13 4.86435 0.66067 -1.48737  0.76
F11 4.82749 1.27184 -0.17603  -0.29
F12 4.64947 -0.71809 -1.09217  -0.34
C14 6.34745 0.65726 -2.13182  0.82
F13 7.21576 1.17598 -1.10338  -0.26
F14 6.35138 1.44434 -3.30820  -0.27
C15 6.92549 -0.78335 -2.51150  0.47
F15 6.10747 -1.53778 -3.39405  -0.14
F16 7.36351 -1.54618 -1.38234  -0.22
F17 8.13566 -0.53845 -3.25463  -0.28
C16 0.27577 2.61639 -5.40126  -0.03
O1 0.29097 3.50912 -6.27359  -0.50
C17 -1.01517 1.64385 -5.30613  0.15
C18 -2.48105 2.13559 -5.34027  -1.04
C19 -3.66680 1.09583 -5.23007  0.56
C20 -5.14271 1.69935 -5.32421  -0.97
C21 -6.15478 1.21266 -4.17521  -0.33
C22 -7.30620 2.33108 -4.02055  -0.57
C23 -8.78668 1.72203 -3.83224  -0.67
N1 -9.06355 1.22933 -2.44780  0.23
C24 -8.27275 0.20536 -1.79564  -0.20
C25 -8.75627 -0.13466 -0.36535  -0.52
C26 -10.01362 0.80118 -0.22400  -0.49
C27 -10.14013 1.60845 -1.54255  -0.27
C28 -3.35073 -0.43670 -5.07773  0.34
S1 -4.70043 -1.71408 -4.96848  -0.25
C29 -1.88318 -0.96874 -5.03508  0.31
C30 -1.43744 -2.49156 -4.86332  -0.57
C31 -0.74828 0.09024 -5.17266  -0.11
C32 0.82185 -0.29515 -5.17527  0.10
O2 1.25937 -1.24653 -5.85612  -0.36
H1 2.17085 -2.07290 -1.39577  0.45
H2 1.34794 -2.81480 -3.09416  0.23
H3 3.73065 -1.88677 -4.03992  0.06
H4 -2.72035 3.25129 -5.46332  0.21
H5 -5.05171 2.85068 -5.22187  0.37
H6 -5.55085 1.52986 -6.39067  0.31
H7 -5.65669 0.90484 -3.19562  0.38
H8 -6.67906 0.26571 -4.58426  0.37
H9 -7.07169 3.04187 -3.15456  0.24
H10 -7.34572 2.96816 -4.98454  0.36
H11 -9.58736 2.53153 -4.04065  0.29
H12 -9.01942 0.87714 -4.58630  0.26
H13 -7.35570 -0.36093 -2.15797  0.28
H14 -8.30142 -0.88307 0.36262  0.35
H15 -10.68729 0.87145 0.69495  0.30
H16 -10.93272 2.39118 -1.81673  0.28
H17 -4.27637 -2.50067 -3.88006  0.17
H18 -0.74856 -2.52286 -3.93041  0.08
H19 -0.77253 -2.81883 -5.74382  0.11
H20 -2.28965 -3.21808 -4.64592  0.33
C33 7.08871 1.56999 2.50424  -0.61
C34 7.91052 0.50379 3.17746  0.75
C35 9.14875 0.02956 2.46371  -0.94
O3 7.58684 0.04239 4.25720  -0.51
H21 6.22813 1.81335 3.13140  0.33
H22 7.68922 2.47212 2.36848  0.36
H23 6.72732 1.20651 1.53997  -0.15
H24 9.84070 0.86327 2.32610  0.33
H25 8.87847 -0.40158 1.49721  0.19
H26 9.64108 -0.73861 3.06441  0.25
C36 -0.32457 -2.18320 1.80148  -0.84
C37 1.15735 -2.38095 1.62536  0.85
C38 2.01338 -2.34339 2.86290  -1.07
O4 1.64618 -2.56457 0.52271  -0.62
H27 -0.81514 -2.23480 0.82689  0.26
H28 -0.73147 -2.97001 2.44003  0.25
H29 -0.51949 -1.20204 2.23999  0.16
H30 1.71033 -3.13747 3.54854  0.36
H31 1.92237 -1.36926 3.34810  0.22
H32 3.05820 -2.50021 2.58546  0.31
C39 -3.09288 -5.75797 2.28208  -1.20
C40 -3.81450 -4.67433 3.04036  0.88
C41 -4.25773 -4.98863 4.44474  -0.93
O5 -4.03019 -3.58734 2.53621  -0.57
H33 -2.83365 -5.39174 1.28590  0.28
H34 -2.17345 -6.02900 2.80567  0.31
H35 -3.73973 -6.63156 2.17646  0.39
H36 -3.38933 -5.22539 5.06382  0.34
H37 -4.95632 -5.82830 4.43439  0.36
H38 -4.76334 -4.11773 4.86912  0.15
C42 -4.45000 -0.91206 6.59811  -0.58
C43 -4.75188 -2.23000 7.25660  0.83
C44 -4.11609 -2.49701 8.59510  -1.19
O6 -5.48247 -3.05035 6.72791  -0.63
H39 -4.97459 -0.85703 5.64139  0.34
H40 -4.79333 -0.09246 7.23374  0.10
H41 -3.37704 -0.82592 6.41381  0.16
H42 -4.44402 -1.74705 9.31829  0.32
H43 -3.02828 -2.48054 8.49959  0.32
H44 -4.42162 -3.48382 8.95065  0.33
C45 0.89488 -4.55036 -8.42124  -0.90
C46 0.31723 -5.32835 -7.26974  0.80
C47 0.69736 -6.78017 -7.15398  -1.15
O7 -0.42927 -4.80297 -6.46187  -0.53
H45 0.53543 -3.51961 -8.37820  0.18
H46 1.98536 -4.54388 -8.35538  0.21
H47 0.57492 -4.99370 -9.36689  0.39
H48 1.77875 -6.87228 -7.03239  0.32
H49 0.36872 -7.32238 -8.04321  0.34
H50 0.20829 -7.21376 -6.27877  0.30
C48 -2.63204 2.18287 4.37496  -0.81
C49 -1.53174 1.16906 4.53425  0.95
C50 -0.11474 1.67822 4.51339  -1.14
O8 -1.77492 -0.01686 4.67429  -0.55
H51 -3.59975 1.67660 4.40910  0.24
H52 -2.58829 2.90991 5.18948  0.37
H53 -2.53280 2.68648 3.40978  0.12
H54 0.03928 2.38242 5.33391  0.42
H55 0.09203 2.16132 3.55576  0.24
H56 0.57354 0.83898 4.63848  0.24
C51 -2.92660 6.02646 1.57750  -1.20
C52 -1.83364 5.00473 1.74292  0.90
C53 -0.41177 5.49613 1.71704  -0.99
O9 -2.08701 3.82215 1.89192  -0.65
H57 -3.89744 5.52740 1.61645  0.31
H58 -2.87648 6.75851 2.38637  0.33
H59 -2.82710 6.52369 0.61025  0.34
H60 -0.24668 6.20468 2.53165  0.40
H61 -0.20001 5.96841 0.75525  0.33
H62 0.26501 4.64864 1.84755  0.15
C54 4.40543 -1.37512 -7.15612  -0.58
C55 5.06544 -2.72530 -7.06446  0.82
C56 6.55353 -2.75559 -6.83573  -1.00
O10 4.42066 -3.75343 -7.17114  -0.54
H63 3.33418 -1.50698 -7.32159  0.03
H64 4.55033 -0.82622 -6.22272  0.03
H65 4.82307 -0.81346 -7.99480  0.49
H66 6.79410 -2.26800 -5.88836  0.12
H67 7.06642 -2.25516 -7.65990  0.35
H68 6.89185 -3.79321 -6.79123  0.31
C57 8.62028 -2.04778 6.22491  -0.90
C58 8.29856 -3.34354 6.92101  0.78
C59 8.95034 -3.59450 8.25576  -1.09
O11 7.54099 -4.15750 6.42496  -0.57
H69 8.08211 -2.00253 5.27754  0.22
H70 8.30770 -1.20505 6.84487  0.31
H71 9.69230 -1.99170 6.02168  0.32
H72 8.65243 -2.82036 8.96623  0.31
H73 10.03654 -3.60659 8.14251  0.31
H74 8.62751 -4.56493 8.63959  0.30
C60 -7.71646 1.19716 8.54677  -1.09
C61 -6.56908 2.16073 8.69604  0.89
C62 -6.86254 3.62417 8.49775  -1.14
O12 -5.44749 1.77164 8.96653  -0.56
H75 -7.35872 0.17911 8.71667  0.24
H76 -8.49031 1.42372 9.28329  0.39
H77 -8.12572 1.26017 7.53613  0.32
H78 -7.59854 3.95850 9.23212  0.33
H79 -7.23386 3.79483 7.48494  0.32
H80 -5.94425 4.19927 8.63559  0.30

Properties
- SMILES = C=Cc1c2c(c(C(F)(F)F)c(C(F)(F)C(F)(F)C(F)(F)F)c1C(F)(F)C(F)(F)C(F)(F)F)C(=O)c1cc(CCCCn3cccc3)c(S)c(C)c1C2=O.CC(C)=O.CC(C)=O.CC(C)=O.CC(C)=O.CC(C)=O.CC(C)=O.CC(C)=O.CC(C)=O.CC(C)=O.CC(C)=O
- molecular weight (g/mol) = 1386.350
- lowest unoccupied orbital energy (eV) = -2.018
- calculated total energy (Eh) = -5463.33339
- E_HOMO (eV) = -7.74